# C20H22ClN3O4

An isolated molecule of C20H22ClN3O4 in a non-equilibrium geometry (ωB97M-V with the def2-TZVPD basis set, OMol25).

```
50
Properties=species:S:1:pos:R:3
Cl -5.562 1.998 4.681
N 1.439 -3.534 -4.613
N -0.271 -2.746 -6.006
O 0.461 -3.572 -6.925
O -0.606 0.400 0.351
O 0.670 2.792 2.898
O 1.935 -1.768 0.890
C 1.966 -3.538 -3.436
C -0.967 -0.808 -3.846
C -0.968 -0.229 -2.539
C -0.273 -1.974 -3.753
C -0.325 -1.044 -1.641
C 0.257 -2.799 -4.815
C -2.866 1.660 4.642
C -3.897 2.547 2.637
C -1.638 1.627 4.006
C -2.648 2.703 2.037
C -4.003 2.077 3.945
C -1.518 2.150 2.695
N 1.379 -2.980 -2.307
C 0.060 -2.345 -2.326
C 1.960 1.782 0.008
C 2.692 0.599 2.046
C 0.211 0.769 1.487
C 1.625 0.618 0.928
C -0.046 -0.798 -0.210
C -0.204 2.169 1.955
C 1.504 -0.693 0.072
H 1.284 -3.874 -6.473
H 0.226 3.554 3.282
H 1.307 -1.902 1.640
H 2.919 -4.024 -3.330
H -1.328 -0.335 -4.761
H -1.351 0.755 -2.264
H -2.975 1.226 5.644
H -4.821 2.873 2.132
H -0.787 1.133 4.477
H -2.570 3.115 1.039
H 1.913 -2.982 -1.437
H -0.643 -3.172 -2.035
H 2.891 1.645 -0.533
H 2.071 2.708 0.600
H 1.180 1.928 -0.758
H 2.834 1.580 2.485
H 2.385 -0.106 2.838
H 3.646 0.224 1.659
H 0.029 0.084 2.312
H -0.451 -1.638 0.350
H -0.246 2.804 1.073
H 2.120 -0.663 -0.804
```

Output
SMILES string ... CC1(C)[C@@H]([C@H](O)c2ccc(Cl)cc2)O[C@@H](C2=CC=C3/C(=N/O)N=CN[C@H]32)[C@@H]1O
Net charge ... 0
HOMO level ... -7.95 eV
Energy relative to the best compared isomer or geometry (same formula, charge and spin) ... 4.986 eV
Orbital gap ... 0.2869 hartree
E_tot ... -46276.453 eV

List of Löwdin charges in e, atom by atom:
1 Cl 0.671
2 N 0.084
3 N 0.084
4 O -0.098
5 O -0.036
6 O -0.017
7 O -0.040
8 C -0.141
9 C 0.009
10 C 0.005
11 C -0.128
12 C -0.112
13 C -0.323
14 C -0.101
15 C -0.105
16 C -0.022
17 C -0.004
18 C -0.682
19 C -0.166
20 N 0.083
21 C -0.173
22 C -0.028
23 C -0.017
24 C -0.207
25 C -0.420
26 C -0.202
27 C -0.273
28 C -0.228
29 H 0.059
30 H 0.107
31 H 0.117
32 H 0.124
33 H 0.125
34 H 0.123
35 H 0.112
36 H 0.112
37 H 0.124
38 H 0.116
39 H 0.128
40 H 0.191
41 H 0.090
42 H 0.094
43 H 0.100
44 H 0.078
45 H 0.088
46 H 0.093
47 H 0.156
48 H 0.160
49 H 0.144
50 H 0.146